Entry 1:
The following is a quantum chemistry calculation of an isolated molecule of C5H8N2 at a distorted geometry, from OMol25.

CARTESIAN COORDINATES (ANGSTROEM)
N -0.84722 -0.83912 2.08994
C -0.61920 0.05906 1.05640
C 1.62838 0.15667 0.03547
N 2.29272 -0.31109 0.86200
C -1.12098 -0.17623 -0.18064
C -0.41320 0.13126 -1.46660
C 0.95051 0.75784 -1.13563
H -0.31694 -0.63844 2.92444
H -0.69552 -1.79909 1.79937
H -0.05528 0.95533 1.32332
H -2.03322 -0.74487 -0.21130
H -0.25079 -0.78710 -2.06817
H -1.01600 0.77816 -2.12103
H 0.79660 1.83069 -0.99333
H 1.70013 0.62694 -1.91424

Atoms 1-3, force components in eV/Å:
-0.194 0.152 0.321
-0.646 -0.061 -0.490
0.965 -0.338 0.345

Results
F_max   0.0218 Eh/bohr
SMILES   N#CCC/C=C/N
HOMO energy   -7.891 eV
E_tot   -304.76975 hartree
Gap between HOMO and LUMO   8.839 eV
Lowest unoccupied orbital energy   0.0348 Ha

Here are the Löwdin charges for atoms 1 to 6, given in e:
1 N 0.054
2 C -0.268
3 C -0.269
4 N 0.148
5 C -0.134
6 C -0.206

=====

Entry 2:
The following is a quantum chemistry calculation of an isolated molecule of C5H8N2 at a distorted geometry, from OMol25.

CARTESIAN COORDINATES (ANGSTROEM)
C -0.82000 -0.65709 1.29074
C 0.34473 -0.58518 0.32579
C 0.01187 -0.82301 -1.16055
N 0.80193 0.36246 -1.52952
C 0.90831 0.80477 -0.13431
C 0.04711 1.91691 0.28515
N -0.68083 2.74578 0.63640
H -1.65734 -0.03204 0.96380
H -1.16343 -1.69567 1.32692
H -0.54568 -0.34571 2.30322
H 1.15895 -1.22986 0.66751
H -1.06159 -0.73341 -1.36590
H 0.36345 -1.75892 -1.61013
H 0.35295 1.01339 -2.16093
H 1.93955 1.01757 0.16180

Atoms 1-3, force components in eV/Å:
-0.020 0.013 0.026
0.072 -0.153 -0.005
-0.201 -0.293 -0.101

Results
F_max   0.0216 Eh/bohr
SMILES   C[C@H]1CN[C@H]1C#N
HOMO energy   -9.664 eV
E_tot   -304.78687 hartree
Gap between HOMO and LUMO   10.631 eV
Lowest unoccupied orbital energy   0.0355 Ha

Here are the Löwdin charges for atoms 1 to 6, given in e:
1 C -0.076
2 C -0.292
3 C -0.166
4 N -0.002
5 C -0.287
6 C -0.179

=====

Entry 3:
The following is a quantum chemistry calculation of an isolated molecule of C5H8N2, from OMol25.

CARTESIAN COORDINATES (ANGSTROEM)
C -0.99202 -1.69156 0.14126
N 0.20241 -1.88918 0.93689
C 1.24217 -1.18870 0.74489
C 1.50608 -0.11364 -0.24858
C 0.79914 1.01540 -0.39609
C -0.38281 1.30655 0.43766
N -1.12683 2.23429 -0.12589
H -0.82103 -1.20821 -0.83068
H -1.46592 -2.66526 -0.01740
H -1.68204 -1.06072 0.71024
H 2.10758 -1.43253 1.37240
H 2.39129 -0.26947 -0.86783
H 1.12723 1.73330 -1.16238
H -1.97425 2.54573 0.33001
H -0.93102 2.68401 -1.02451

Atoms 1-3, force components in eV/Å:
-0.125 -0.011 -0.094
0.327 0.244 -0.114
-0.168 -0.166 0.113

Results
F_max   0.0086 Eh/bohr
HOMO energy   -8.387 eV
E_tot   -304.71477 hartree
Gap between HOMO and LUMO   8.688 eV
Lowest unoccupied orbital energy   0.0111 Ha

Here are the Löwdin charges for atoms 1 to 6, given in e:
1 C -0.159
2 N -0.006
3 C -0.200
4 C -0.087
5 C -0.164
6 C -0.125

=====

Entry 4:
The following is a quantum chemistry calculation of an isolated molecule of C5H8N2, from OMol25.

CARTESIAN COORDINATES (ANGSTROEM)
C -1.89806 -0.97567 0.90535
N -0.76595 -0.23080 0.40764
C -0.59244 1.11398 0.52724
C 0.60474 1.45574 -0.05462
C 1.18396 0.25782 -0.55804
N 2.45680 0.15259 -1.15694
C 0.31144 -0.76473 -0.26809
H -2.75158 -0.93039 0.21497
H -1.61006 -2.02089 1.05229
H -2.20330 -0.56754 1.87490
H -1.33864 1.72667 1.01531
H 1.03869 2.44607 -0.09440
H 2.67043 0.96107 -1.72792
H 2.54310 -0.67874 -1.72844
H 0.36810 -1.82406 -0.47947

Atoms 1-3, force components in eV/Å:
-0.179 -0.048 0.049
0.072 0.118 0.015
-0.058 -0.072 0.015

Results
F_max   0.0046 Eh/bohr
SMILES   Cn1ccc(N)c1
HOMO energy   -7.421 eV
E_tot   -304.81830 hartree
Gap between HOMO and LUMO   8.462 eV
Lowest unoccupied orbital energy   0.0383 Ha

Here are the Löwdin charges for atoms 1 to 6, given in e:
1 C -0.040
2 N -0.192
3 C -0.113
4 C -0.052
5 C -0.352
6 N 0.064

=====

Entry 5:
The following is a quantum chemistry calculation of an isolated molecule of C5H8N2 at a distorted geometry, from OMol25.

CARTESIAN COORDINATES (ANGSTROEM)
C 2.42672 -0.67844 0.13688
N 1.14553 -0.36039 -0.13316
C 0.94052 1.07237 -0.13451
C -0.52346 1.15415 0.10351
C -0.97838 -0.12146 -0.04082
C -2.39283 -0.62648 0.02599
N 0.04430 -1.06193 -0.20460
H 2.83978 -1.59170 -0.24228
H 2.73395 -0.34735 1.12707
H 1.89763 1.30260 0.41688
H 1.21771 1.48207 -1.11491
H -1.12547 2.05016 0.16813
H -3.03325 0.07471 0.57103
H -2.43670 -1.59769 0.53121
H -2.81256 -0.76050 -0.97669

Atoms 1-3, force components in eV/Å:
0.097 -1.023 0.122
0.146 0.159 -0.023
0.449 -0.046 0.114

Results
F_max   0.0342 Eh/bohr
HOMO energy (alpha / beta)   -7.626 / -7.300 eV
E_tot   -304.68548 hartree
Gap between HOMO and LUMO (alpha / beta)   7.756 / 7.498 eV
Lowest unoccupied orbital energy (alpha / beta)   0.0048 / 0.0073 Ha

Here are the Löwdin charges for atoms 1 to 6, given in e:
1 C -0.011
2 N -0.252
3 C -0.153
4 C -0.022
5 C -0.342
6 C -0.045

=====

Entry 6:
The following is a quantum chemistry calculation of an isolated molecule of C5H8N2 at a distorted geometry, from OMol25.

CARTESIAN COORDINATES (ANGSTROEM)
C -1.90769 -1.02563 0.56214
C -1.03719 -0.34242 -0.44240
C -0.40698 0.94274 -0.31396
N 0.53246 0.04315 0.30519
C 1.88711 0.63745 0.40498
C 2.39274 -0.27523 -0.58495
N 2.76061 -0.96759 -1.44003
H -1.89757 -0.50857 1.52028
H -1.55302 -2.05200 0.70696
H -2.94231 -1.10675 0.19627
H -1.16652 -0.71527 -1.47341
H -0.05390 1.39126 -1.24830
H -0.81631 1.64393 0.39958
H 1.92639 1.67394 0.01408
H 2.38153 0.64804 1.40003

Atoms 1-3, force components in eV/Å:
0.317 0.043 0.143
1.158 -1.117 -0.625
0.164 1.004 1.313

Results
F_max   0.0757 Eh/bohr
SMILES   C[C@H]1CN1CC#N
HOMO energy   -8.145 eV
E_tot   -304.66260 hartree
Gap between HOMO and LUMO   8.534 eV
Lowest unoccupied orbital energy   0.0143 Ha

Here are the Löwdin charges for atoms 1 to 6, given in e:
1 C -0.065
2 C -0.106
3 C -0.264
4 N -0.086
5 C -0.182
6 C -0.284

=====

Entry 7:
The following is a quantum chemistry calculation of an isolated molecule of C5H8N2, from OMol25.

CARTESIAN COORDINATES (ANGSTROEM)
C -0.49718 1.83323 0.09860
N 0.12783 0.58533 -0.29523
C 0.89957 0.34795 -1.37312
C 1.69366 -0.82070 -1.30479
C -0.86789 -1.26666 0.82722
C 1.31382 -1.22573 -0.04581
N 0.34382 -0.44017 0.60613
H 0.11474 2.37705 0.82752
H -1.49012 1.65940 0.52149
H -0.59796 2.44849 -0.79942
H 0.82763 1.07732 -2.17883
H -0.56641 -2.31018 0.95348
H -1.47918 -1.21918 -0.08105
H -1.43179 -0.95146 1.70300
H 1.60948 -2.09469 0.54079

Atoms 1-3, force components in eV/Å:
-0.107 0.011 -0.020
0.085 -0.152 -0.314
-0.051 0.302 -0.043

Results
F_max   0.0075 Eh/bohr
SMILES   CN1C=C=CN1C
HOMO energy   -7.489 eV
E_tot   -304.68583 hartree
Gap between HOMO and LUMO   7.971 eV
Lowest unoccupied orbital energy   0.0177 Ha

Here are the Löwdin charges for atoms 1 to 6, given in e:
1 C -0.011
2 N -0.174
3 C -0.123
4 C -0.088
5 C -0.037
6 C -0.188

=====

Entry 8:
The following is a quantum chemistry calculation of an isolated molecule of C5H8N2 at a distorted geometry, from OMol25.

CARTESIAN COORDINATES (ANGSTROEM)
C -1.05287 1.42640 -0.34385
C -1.40652 -0.82466 0.71127
C -1.61119 0.09600 -0.39413
C -0.10520 -0.83126 -0.01894
C 2.19532 0.11891 -0.01735
N 0.20433 1.51544 0.01744
N 0.77196 0.24460 0.18279
H -1.72293 2.26873 -0.41192
H -1.30676 -0.43665 1.70501
H -1.78812 -1.83624 0.70869
H -2.25825 -0.23728 -1.11096
H 0.17984 -1.53123 -0.70317
H 2.86993 0.88440 0.51651
H 2.55338 -0.94891 0.33861
H 2.47708 0.09176 -1.17999

Atoms 1-3, force components in eV/Å:
0.929 -1.068 0.971
1.916 -1.105 1.347
2.173 -0.538 0.558

Results
F_max   0.0786 Eh/bohr
SMILES   CN1N=C[C@@H]2C[C@@H]21
HOMO energy   -8.114 eV
E_tot   -304.70637 hartree
Gap between HOMO and LUMO   9.165 eV
Lowest unoccupied orbital energy   0.0386 Ha

Here are the Löwdin charges for atoms 1 to 6, given in e:
1 C -0.150
2 C -0.148
3 C -0.130
4 C -0.116
5 C -0.099
6 N 0.075

=====

Q: Which of these has the highest F_max?
A: number 8

=====

Q: The lowest F_max belongs to which entry?
A: number 4

=====

Q: Number 1 is which compound?
A: C5H8N2